[1]
# C3H8O2Si

An isolated molecule of C3H8O2Si in a non-equilibrium geometry (the ωB97M-V functional and the def2-TZVPD basis, OMol25).

Last column: natural (NBO) charge in e.
Atoms and positions in Å:
1 C -1.318 1.516 -0.736  -0.391
2 C -0.908 1.177 0.543  -0.556
3 Si 0.879 0.040 0.715  1.579
4 O 2.100 1.025 0.348  -1.133
5 C 0.877 -1.372 -0.435  -0.556
6 O -0.175 -2.273 -0.251  -0.695
7 H -2.281 1.953 -0.869  0.199
8 H -0.668 1.178 -1.546  0.194
9 H -1.471 1.242 1.424  0.192
10 H 1.099 -0.353 2.115  -0.225
11 H 2.199 1.989 0.121  0.536
12 H 1.814 -1.907 -0.476  0.201
13 H 0.761 -1.027 -1.460  0.198
14 H -0.641 -2.009 0.664  0.456

Summary:
Relative energy (zero: lowest compared OMol25 entry of this formula, charge and spin) (kcal per mole): 70.23
HOMO (Ha): -0.3665
SMILES string: C=C[Si@H](O)CO
Gap between HOMO and LUMO (eV): 10.6
Total energy (eV): -15212.21583

---

[2]
# C3H8O2Si

A cluster of 2 separate species, C3H8O2Si in total in a non-equilibrium geometry (the ωB97M-V functional and the def2-TZVPD basis, OMol25).

Last column: natural (NBO) charge in e.
Atoms and positions in Å:
1 C -2.171 0.159 1.004  -0.487
2 C -1.051 0.338 1.663  -0.391
3 C 0.938 -0.650 -1.362  -0.540
4 O 1.571 -1.874 -1.073  -0.735
5 O 0.856 1.924 -0.946  -1.108
6 Si 1.099 0.616 -0.021  1.526
7 H -3.102 0.189 1.561  0.189
8 H -2.363 -0.054 0.005  0.194
9 H -1.076 0.502 2.775  0.191
10 H 1.262 -0.131 -2.331  0.207
11 H -0.083 -0.906 -1.443  0.189
12 H 0.935 -2.585 -0.919  0.476
13 H 0.622 2.780 -0.544  0.509
14 H 2.494 0.628 0.183  -0.221

Summary:
Relative energy (zero: lowest compared OMol25 entry of this formula, charge and spin) (kcal per mole): 120.34
HOMO (Ha): -0.3245
Gap between HOMO and LUMO (eV): 9.0
Total energy (eV): -15210.04295

---

[3]
# C3H8O3

A cluster of 2 separate species, C3H8O3 in total in a non-equilibrium geometry (the ωB97M-V functional and the def2-TZVPD basis, OMol25).

Last column: natural (NBO) charge in e.
Atoms and positions in Å:
1 O 0.874 -1.286 -2.173  -0.553
2 C 0.267 -0.408 -1.507  0.419
3 C -0.350 -0.978 -0.258  -0.547
4 C -1.024 0.002 0.680  -0.083
5 O -1.533 1.029 -0.143  -0.711
6 H 0.398 0.684 -1.554  0.166
7 H -0.965 -1.812 -0.591  0.252
8 H 0.693 -1.597 0.067  0.253
9 H -2.006 -0.492 1.027  0.176
10 H -0.538 0.490 1.599  0.173
11 H -2.309 1.231 0.039  0.453
12 O 2.274 1.339 0.837  -0.953
13 H 2.706 0.516 0.614  0.483
14 H 1.513 1.284 1.363  0.473

Summary:
Relative energy (zero: lowest compared OMol25 entry of this formula, charge and spin) (kcal per mole): 81.45
HOMO (Ha): -0.3594
SMILES string: O=CCCO.O
Gap between HOMO and LUMO (eV): 10.3
Total energy (eV): -9380.26978

---

[4]
# C3H8O3

A cluster of 2 separate species, C3H8O3 in total in a non-equilibrium geometry (the ωB97M-V functional and the def2-TZVPD basis, OMol25).

Last column: natural (NBO) charge in e.
Atoms and positions in Å:
1 O -1.402 0.114 0.845  -0.549
2 C -2.127 -0.450 0.086  0.644
3 O -2.689 0.180 -0.968  -0.673
4 H -2.533 -1.459 0.242  0.095
5 H -3.223 -0.446 -1.481  0.486
6 C 2.117 0.563 1.184  -0.652
7 C 1.348 0.035 -0.026  -0.060
8 O 2.234 -0.476 -1.032  -0.730
9 H 3.122 0.147 1.256  0.208
10 H 1.586 0.236 2.083  0.222
11 H 2.177 1.648 1.261  0.207
12 H 0.765 -0.834 0.248  0.174
13 H 0.692 0.814 -0.412  0.169
14 H 3.021 0.072 -1.067  0.459

Summary:
Relative energy (zero: lowest compared OMol25 entry of this formula, charge and spin) (kcal per mole): 28.32
HOMO (Ha): -0.3643
SMILES string: O=CO.CCO
Gap between HOMO and LUMO (eV): 10.4
Total energy (eV): -9382.57402